130
Properties=species:S:1:pos:R:3:forces:R:3 method="wB97M-V/def2-TZVPD" charge=0 smiles="C=CC[C@@]1(Cc2cccc(C)c2)OS(=O)(=O)O[C@@]1(CCN(CC)C(C)=O)B(O)OC.CCOC(=O)C(F)(F)F.CCOC(=O)C(F)(F)F.CCOC(=O)C(F)(F)F.CCOC(=O)C(F)(F)F.CCOC(=O)C(F)(F)F" e_tot_ha=-4811.7637 molar_mass_g_mol=1149.72
C -6.62478 3.41723 -4.11375 0.0120 0.7804 -0.2979
H 5.04307 -2.02044 0.41036 -1.3934 1.4196 0.2342
F -6.03595 -3.24991 5.54718 -0.6529 -0.0296 -0.3265
C 3.92213 -0.38108 -1.49155 -0.7664 1.5670 -2.7435
C 1.58133 1.04780 5.20101 -0.9757 -0.9335 1.1985
C -7.18953 -0.14879 -3.29800 -0.4652 -1.7272 1.1330
O -6.96915 1.08722 -5.37721 -0.0820 -0.5758 0.7992
O 10.53647 -3.00107 -2.07529 -0.9409 0.0561 0.7701
H 1.86941 -2.13716 0.76413 1.2909 -0.5508 -0.7725
C 8.80649 -2.54542 -0.53189 -0.4745 0.6123 1.7857
H 8.76056 0.47907 1.21577 -0.0266 -0.0024 0.1324
C 4.93048 -1.41859 -2.21475 -1.1331 -0.2117 0.7112
C 6.13086 0.53612 5.99213 -0.5758 0.7683 1.8545
C -0.04790 1.33593 3.22504 -0.9528 -0.7269 2.4451
C 1.91768 5.47326 2.47103 -0.1148 0.7665 0.1790
C -4.70866 -0.98679 3.14285 3.2767 0.6175 -2.5038
O 7.86087 0.09048 4.44548 -0.9708 0.0143 0.7166
O -6.85363 2.18686 -3.40878 -0.0189 -1.2169 -0.1204
O 3.21269 3.28635 1.61807 -2.9098 -0.4642 -0.0655
H 10.48416 -4.31836 -3.69952 -0.1403 0.1870 0.1766
O -8.92364 -3.67921 5.26831 1.0874 -0.0720 -0.2753
H -12.05391 -3.95509 4.03680 0.0847 0.0148 0.0519
H 9.96694 -1.99678 -4.55704 0.0685 -0.1368 -0.0445
H 2.52475 1.53590 -0.17484 0.3693 -1.8926 0.2601
C 0.22142 1.77740 4.76618 1.5694 1.4134 1.8491
H 2.55764 1.49178 4.78871 -1.5477 -1.6202 -0.6630
C 2.88284 -2.53748 0.42716 0.7283 -0.2257 0.9064
H -6.16498 4.10572 -3.40159 -0.0509 -0.3511 0.1424
F 6.83031 1.61010 6.41532 -0.0627 -0.4132 -0.5332
H -4.53607 -1.56406 -1.29798 1.1662 1.3643 0.7705
C -3.26774 -0.70120 3.65471 0.0577 0.0762 -2.7039
H 3.03803 5.64177 2.64843 -1.6280 -0.5208 -0.4147
H 1.29187 -0.08298 7.14201 -1.1772 -0.5685 -1.9797
H -5.78809 -0.20243 -8.67959 0.0692 0.0819 0.0466
F 9.02061 -3.52172 0.37479 0.0557 0.0763 -0.6437
O -4.27814 3.05294 -10.39707 0.9929 0.2621 0.2599
C -4.77325 1.63739 -8.18505 -0.6376 -0.5154 0.1939
C -0.60148 -0.16741 3.39138 -1.5377 -1.4064 -1.1394
C 6.52034 0.10457 4.58166 0.9630 -0.5781 -1.5945
F 6.35093 -0.44273 6.89501 0.0782 0.0451 -0.6626
H 1.37416 6.33609 3.00945 0.5960 -1.5554 -1.0142
H -4.01409 -0.32490 -8.66385 -0.1169 0.0395 0.1226
O -1.24106 2.16001 2.92193 1.0429 1.2411 -2.9264
H -11.09051 -5.17271 4.90362 -0.0770 0.1461 0.0463
C -3.39783 2.95604 -9.58165 -1.6802 -0.9087 0.5327
H -10.14060 -2.32178 4.24345 0.2117 -0.1926 -0.0090
H 2.98664 3.49429 0.68438 0.6387 -0.2255 0.5779
H 1.82697 -1.12349 5.49443 1.2672 1.4800 1.7237
O -3.50637 2.27146 -8.42461 0.5960 0.8219 -0.6414
F 4.83061 0.86607 6.09448 0.5475 -0.2937 -0.5570
O 0.24576 2.00635 0.94061 -1.6370 0.6730 0.2065
H 4.78118 -1.34905 -3.35435 0.3142 0.3153 1.9810
F -1.02380 2.78522 -9.33282 -0.6590 0.0277 -0.0567
O -1.00585 4.39816 1.37411 1.4637 -4.5771 1.3496
H 6.00687 -1.25803 -1.88593 -1.5208 -0.3832 -0.5154
C -2.05727 -0.39967 2.71551 -3.3853 -0.7204 -0.8763
H 11.44628 -2.62402 -5.30402 -0.0117 -0.0180 0.1025
C 2.57285 0.46786 0.23917 -1.6933 1.2717 1.3058
H 11.52931 -1.43842 -3.98143 0.0885 -0.1441 -0.0405
O 3.17299 0.27979 -2.28191 2.4408 -2.1181 3.3166
F -6.78435 -5.27664 5.64138 -0.4212 0.4247 -0.3329
H -8.40244 3.34180 -5.34759 0.1249 0.0825 -0.0177
C 8.30952 0.78583 2.16115 -0.2682 0.2660 0.0430
O -8.21741 -3.40526 3.14140 0.7014 -0.3563 0.7163
N 3.89561 -0.16923 -0.02443 -1.1236 -1.2277 -2.3728
H -4.75547 0.23777 -1.09210 1.3380 -1.3016 0.3515
C -10.22325 -3.19662 4.89387 -0.7701 0.1340 -0.1575
H 9.39427 -0.65335 3.32570 -0.1677 0.0991 0.3178
H -0.63608 1.45088 5.46887 1.2627 0.2168 -1.5141
C 8.35805 -0.34525 3.16993 0.3863 -0.0890 -0.7783
H -3.02087 -0.72620 4.77976 -0.6605 0.0292 -1.9272
H 4.15948 -1.32931 1.84999 -0.1618 0.2752 -1.9486
H -4.83726 1.45874 -7.10958 0.2776 0.1711 -0.1072
H -5.52695 -1.22997 3.90906 1.3707 0.4585 -1.4657
H 7.28022 1.09772 1.96783 0.0564 -0.1309 -0.0462
H 1.95777 -0.47735 2.15520 0.1324 1.8636 -0.2705
H -10.71290 -2.86863 5.81343 0.3493 -0.1183 0.0592
C 1.57056 -0.14536 6.03966 0.2660 1.8193 -1.9995
C -7.00707 1.08728 -4.17319 0.3707 1.8186 -0.6819
F -1.74682 4.04634 -10.92718 -0.6002 -0.3417 0.4366
F 7.50644 -2.20873 -0.43033 0.5826 -0.2925 -0.4379
H -5.59847 2.30361 -8.45038 0.2419 0.0272 -0.1329
C 9.19504 -2.98075 -1.94130 0.9039 -0.6380 -1.7358
C -4.00051 -0.61852 -0.91082 -0.9102 0.6670 0.6343
H -5.90988 3.27161 -4.92805 -0.1505 -0.2197 0.0819
O -2.34866 2.69020 0.47891 3.9162 -1.7716 2.9193
H -4.82284 0.46782 -10.00614 -0.1104 0.0437 0.0942
C -7.93215 4.00040 -4.61353 -0.2705 -0.2536 -0.0710
H -1.43898 -0.15498 0.50265 -1.5991 -0.3813 0.8489
F -8.05999 0.05614 -2.28694 0.2914 0.3390 -0.5151
F -5.80442 -4.57235 3.85727 -0.8152 0.3554 0.0895
H 0.06686 -0.97921 2.94014 -0.6495 1.3427 0.5787
H 0.27231 2.92749 4.88874 0.0569 -1.7733 -0.7169
H 8.84176 1.66169 2.54093 0.0823 -0.1413 -0.0263
C 4.07702 -1.45718 0.70431 -0.2087 -2.2218 0.7036
C -6.66260 -4.20788 4.82521 1.9725 -0.8661 0.6143
C -4.85952 0.31686 -8.92464 0.1862 -0.0319 -0.3127
F 9.51010 -1.47363 -0.10729 -0.0556 -0.3803 -0.5119
H -10.58444 -4.62992 3.31197 -0.0669 0.1404 0.0310
C 2.23026 0.59892 1.82648 0.2401 -1.9574 -0.6410
B 1.92374 3.07780 2.28617 0.7066 2.4589 1.4230
O 8.42191 -3.29674 -2.80791 0.0845 0.3728 1.0366
S -1.14361 2.88224 1.38593 -3.1870 3.4552 -2.0440
C -2.02700 3.61797 -9.68311 1.8797 0.7372 -0.2759
C 11.03479 -3.44150 -3.34874 0.3723 -0.1225 -0.7671
H -7.76728 4.97420 -5.07890 0.0393 -0.0710 0.0655
C -8.00514 -3.72892 4.28120 -1.7795 0.6919 -0.3387
H -3.08178 -0.36553 -1.54038 -1.1243 -0.5744 1.1059
H 1.70580 -0.12324 -0.23986 1.3819 0.9708 0.5726
H 2.88606 -2.90746 -0.65642 -0.2600 0.7075 1.5543
C -4.94930 -0.98047 1.61027 3.6122 0.7693 2.1817
F -6.02830 -0.53624 -2.72791 -0.5256 0.5081 -0.7733
H -0.75014 -0.46988 4.49611 0.5052 0.8031 -1.7743
H 3.09888 -3.45105 1.10398 -0.3132 1.3910 -1.1288
H 3.21365 0.82846 2.38956 -1.8058 0.0766 -0.8087
O 5.74848 -0.21408 3.71401 0.0102 0.3142 0.9207
O 1.43836 4.20523 3.05116 1.3854 -1.6998 -2.1220
H 4.53692 -2.46743 -1.93112 1.0671 1.5075 -0.3111
F -7.65191 -1.21038 -3.98300 0.2454 0.7809 -0.1512
C -2.32103 -0.38020 1.19216 -2.5191 -0.7927 2.7820
H 1.65140 5.43136 1.35038 0.5102 0.5757 1.8034
F -1.92855 4.69512 -8.87492 -0.4733 -0.4190 -0.1234
C 10.99408 -2.31279 -4.36033 -0.2632 0.2612 0.0691
H 12.06919 -3.75375 -3.18968 -0.1710 0.1083 0.3235
C 1.06715 1.66689 2.12914 1.0975 0.7513 0.9048
C -11.03962 -4.29934 4.24848 0.1899 -0.2633 -0.1718
C -3.74132 -0.65809 0.66069 0.4683 -0.3278 2.0815
H -8.64057 4.11607 -3.78939 0.1449 0.0969 -0.0055
H -5.99839 -1.21753 1.24349 1.7021 0.4147 0.2444
H 7.81034 -1.22394 2.81835 -0.1418 0.1746 0.1684